(1)
{
  "formula": "C4H2N2O",
  "method": "the ωB97M-V functional and the def2-TZVPD basis",
  "species": ["N", "C", "C", "C", "N", "C", "O", "H", "H"],
  "positions_angstrom": [[-2.416755, -1.750160, 0.021819], [-1.346720, -1.411077, 0.246372], [-0.101207, -0.889691, 0.452575], [1.126280, -0.554503, 0.841117], [0.208126, 0.536221, 0.379656], [0.246457, 1.261580, -0.838276], [-0.563469, 1.120563, -1.723228], [2.014069, -0.613292, 1.361070], [0.833219, 2.300359, -0.741104]],
  "atomic_forces_ev_per_a": [[-0.603, -0.274, -0.035], [-0.527, -1.117, -0.066], [3.440, 1.532, 0.635], [-4.961, -0.082, -2.047], [1.198, 0.813, 0.203], [-0.452, 2.231, 0.153], [0.856, -0.457, 0.448], [1.603, -0.364, 0.821], [-0.556, -2.282, -0.112]],
  "e_lumo_ev": -0.9,
  "charge": 0,
  "de_lowest_kj_mol": 363.8,
  "homo_lumo_gap_ev": 8.43,
  "homo_energy_ev": -9.33,
  "energy_ha": -338.202853
}

(2)
{
  "formula": "FeH12O6",
  "method": "the ωB97M-V functional and the def2-TZVPD basis",
  "species": ["Fe", "O", "H", "H", "O", "H", "H", "O", "H", "H", "O", "H", "H", "O", "H", "H", "O", "H", "H"],
  "positions_angstrom": [[-11.852647, -6.479567, 14.606829], [-10.175883, -6.462278, 15.747112], [-9.913634, -7.101002, 16.440906], [-9.486567, -5.767897, 15.754154], [-13.643200, -6.502310, 13.613695], [-14.489561, -6.439449, 14.098657], [-13.884811, -6.449914, 12.666306], [-12.888614, -6.260545, 16.392112], [-13.571323, -6.806563, 16.830269], [-12.767745, -5.482041, 16.971038], [-10.921032, -6.750681, 12.822330], [-10.083629, -6.337438, 12.529126], [-11.199598, -7.330219, 12.084731], [-11.960739, -8.480579, 14.863855], [-11.273171, -9.175833, 14.928029], [-12.812577, -8.960245, 14.836869], [-11.821066, -4.479927, 14.415805], [-12.592348, -3.920467, 14.638426], [-11.161685, -3.863404, 14.034643]],
  "atomic_forces_ev_per_a": [[-0.056, -0.301, 0.080], [0.449, 0.183, -0.001], [-0.135, 0.052, -0.124], [-0.094, -0.134, 0.019], [-0.507, -0.046, 0.194], [0.078, -0.001, -0.138], [0.230, -0.001, 0.107], [-0.309, 0.262, 0.063], [0.178, -0.016, -0.090], [0.031, -0.153, -0.040], [0.270, 0.110, -0.246], [-0.131, -0.100, 0.042], [0.032, 0.011, 0.187], [-0.268, -0.530, 0.006], [-0.003, 0.251, -0.038], [0.158, 0.014, -0.031], [0.062, 0.679, 0.051], [0.093, -0.087, -0.085], [-0.076, -0.190, 0.045]],
  "e_lumo_ev": [-11.4, -16.2],
  "charge": 3,
  "de_lowest_kj_mol": 0.0,
  "homo_lumo_gap_ev": [14.51, 9.44],
  "homo_energy_ev": [-25.95, -25.67],
  "energy_ha": -1721.207575,
  "multiplicity": 6
}

(3)
{
  "formula": "C7H4N2O",
  "method": "the ωB97M-V functional and the def2-TZVPD basis",
  "species": ["C", "C", "C", "C", "C", "C", "C", "N", "N", "O", "H", "H", "H", "H"],
  "positions_angstrom": [[0.055827, -1.471045, 2.059373], [1.111146, -1.604092, 1.071146], [1.783691, 1.396441, 1.821651], [2.152652, -0.640489, 1.053768], [-0.728568, -0.851993, 0.084500], [0.548079, 0.846910, 0.953917], [1.394360, 0.011352, -0.073509], [-0.464666, -0.215320, 1.391259], [0.634887, -1.222821, -0.276055], [2.568166, 0.371870, 1.933697], [-1.353826, -1.739024, 0.221717], [-1.172674, -0.167799, -0.636477], [-0.042199, 1.663637, 0.539734], [1.864521, 0.517349, -0.912038]],
  "atomic_forces_ev_per_a": [[1.366, 1.410, 0.651], [1.123, 0.901, -0.331], [-1.904, 0.038, 0.513], [-1.326, -1.235, -0.981], [-0.271, 0.130, 0.102], [0.306, -0.236, -0.324], [0.671, -0.015, -0.391], [-1.370, 0.569, 0.439], [0.404, -0.602, -0.383], [0.898, -0.957, 0.734], [-0.026, 0.041, -0.103], [-0.013, -0.003, 0.075], [0.084, -0.113, 0.042], [0.058, 0.074, -0.043]],
  "e_lumo_ev": [-1.5, -1.5],
  "charge": 0,
  "de_lowest_kj_mol": 834.9,
  "homo_lumo_gap_ev": [7.73, 7.73],
  "homo_energy_ev": [-9.19, -9.20],
  "energy_ha": -453.467309
}

(4)
{
  "formula": "C21H19ClN4O3S",
  "method": "the ωB97M-V functional and the def2-TZVPD basis",
  "species": ["C", "N", "C", "O", "C", "C", "C", "C", "C", "C", "C", "C", "N", "C", "C", "N", "C", "C", "O", "C", "C", "N", "C", "Cl", "C", "S", "C", "O", "C", "C", "H", "H", "H", "H", "H", "H", "H", "H", "H", "H", "H", "H", "H", "H", "H", "H", "H", "H", "H"],
  "positions_angstrom": [[-3.445691, 1.873427, 1.203467], [-2.449396, 0.849643, 0.630128], [-1.299825, 0.663179, 1.295568], [-1.183700, 1.120669, 2.416742], [-0.265953, -0.085110, 0.593228], [1.052784, -0.027749, 0.721901], [1.836391, 0.824470, 1.768420], [2.880917, 1.629907, 1.196414], [3.761780, 2.256093, 2.079810], [3.501675, 2.413333, 3.475060], [2.398337, 1.852079, 4.006780], [1.605875, 0.965547, 3.130771], [1.480618, -0.860024, -0.264910], [0.509512, -1.167012, -1.197306], [-0.608578, -0.790338, -0.553891], [-1.922469, -0.742941, -1.092071], [-2.437323, -1.991398, -1.767746], [-2.782090, 0.112820, -0.496952], [-3.879811, 0.198620, -1.066088], [0.737486, -1.826686, -2.604756], [0.622672, -3.308092, -2.573918], [0.135450, -3.902769, -3.602132], [-0.007886, -5.298785, -3.401658], [-0.711782, -6.319134, -4.690598], [0.503980, -5.650285, -2.219814], [0.898583, -4.365027, -1.207532], [2.106536, -1.413196, -3.341455], [3.275242, -1.777641, -2.623173], [3.605214, -0.897875, -1.481114], [2.877532, -1.368503, -0.246973], [-4.257167, 1.392618, 1.713719], [-3.018061, 2.500188, 2.015562], [-3.764889, 2.481179, 0.355052], [3.021209, 1.557209, 0.141400], [4.687612, 2.755852, 1.717929], [4.174588, 3.113679, 3.973138], [2.026111, 2.050997, 4.979060], [0.843410, 0.451053, 3.631238], [-2.049225, -2.927047, -1.286430], [-2.185758, -1.945646, -2.804408], [-3.570902, -1.960243, -1.790715], [-0.062543, -1.404786, -3.269529], [0.394087, -6.728328, -1.880287], [2.081291, -1.904281, -4.360219], [2.135477, -0.335965, -3.452011], [3.331865, 0.129634, -1.692329], [4.759714, -0.779517, -1.239658], [2.909567, -2.460757, -0.251993], [3.527497, -0.982782, 0.601631]],
  "atomic_forces_ev_per_a": [[1.086, -0.284, -0.426], [-2.082, 1.098, -0.377], [1.272, 0.036, 1.629], [0.421, 0.166, 0.343], [-3.483, 1.100, 0.718], [1.272, 0.083, 2.529], [0.656, 0.041, -1.535], [0.246, -1.109, 2.335], [0.345, 0.771, -0.477], [1.046, 0.799, -1.745], [-1.764, -1.954, -2.477], [1.496, 1.249, 0.755], [4.562, 0.361, 0.168], [1.338, -1.683, -0.713], [-2.336, 0.425, -1.881], [2.121, -1.898, 1.068], [-1.376, 0.714, 0.690], [-3.266, 0.234, -2.185], [0.268, 0.770, 1.570], [0.817, 1.752, 0.841], [-0.950, -0.352, -0.001], [-0.688, -1.631, -1.061], [0.522, 2.297, -1.367], [0.807, 1.043, 1.446], [-1.372, -4.224, 0.847], [0.574, 0.798, -0.313], [-0.795, -0.372, 0.613], [0.783, 0.627, 0.762], [1.464, -0.447, -0.701], [0.803, 0.789, -0.231], [-0.593, -0.573, -0.324], [0.497, -0.584, -1.037], [-0.210, -0.190, 0.274], [0.365, 0.283, -0.522], [-0.908, -0.369, -0.001], [-0.279, -0.435, 0.311], [-0.048, -0.076, 0.828], [-1.107, -0.722, 0.233], [-0.247, 1.020, -0.310], [0.506, -0.224, -0.656], [1.432, -0.011, 0.511], [0.602, -0.598, 0.610], [0.524, 1.664, -0.092], [0.319, 0.389, 1.272], [-0.349, 0.374, -0.284], [-0.364, 0.247, -0.327], [-2.111, -1.098, -1.047], [-0.192, 0.091, 0.245], [-1.624, -0.385, -0.504]],
  "e_lumo_ev": 0.4,
  "charge": 0,
  "de_lowest_kj_mol": 196.5,
  "homo_lumo_gap_ev": 8.71,
  "homo_energy_ev": -8.33,
  "energy_ha": -2114.706444
}